Computed, not measured: a 12-piece molecular cluster, C32H96N8O12 overall in a non-equilibrium geometry, with ωB97M-V with the def2-TZVPD basis set.

Computed properties:
E_LUMO = 0.47 eV
2S+1 = 1
ΔE to the lowest compared entry with this formula, charge and spin = 209.1 kJ/mol
SMILES string = COC[C@H](C)N.COC[C@H](C)N.COC[C@H](C)N.COC[C@H](C)N.COC[C@H](C)N.COC[C@H](C)N.COC[C@H](C)N.COC[C@H](C)N.O.O.O.O
E = -71226.04171 eV

CARTESIAN COORDINATES (ANGSTROEM)
C -3.312 -5.263 0.439
C -1.861 -5.100 0.978
C -0.810 -5.674 0.089
O 0.510 -5.776 0.617
C 1.336 -6.452 -0.305
N -1.654 -3.695 1.379
H -3.499 -4.470 -0.291
H -3.995 -5.022 1.255
H -3.618 -6.227 0.041
H -1.825 -5.751 1.861
H -0.749 -5.242 -0.926
H -1.197 -6.636 -0.286
H 1.693 -5.779 -1.094
H 0.821 -7.296 -0.770
H 2.217 -6.793 0.238
H -2.133 -3.131 0.679
H -0.718 -3.568 0.990
C -5.268 -0.043 4.158
C -4.584 -1.275 4.814
C -3.092 -1.019 5.042
O -2.619 -2.120 5.823
C -1.738 -1.630 6.860
N -5.376 -1.561 6.025
H -4.742 0.856 4.493
H -6.283 0.152 4.496
H -5.138 -0.036 3.075
H -4.619 -2.125 4.127
H -2.935 -0.025 5.474
H -2.563 -0.994 4.082
H -1.201 -2.477 7.286
H -2.292 -1.174 7.684
H -1.072 -0.945 6.334
H -4.719 -2.100 6.594
H -5.440 -0.665 6.506
C 2.102 1.201 -9.011
C 2.439 2.426 -8.157
C 2.999 2.026 -6.730
O 1.870 1.776 -5.919
C 2.177 1.535 -4.580
N 3.459 3.143 -8.914
H 3.013 0.596 -9.066
H 1.761 1.429 -10.017
H 1.372 0.541 -8.535
H 1.555 3.057 -8.065
H 3.537 2.880 -6.311
H 3.634 1.153 -6.908
H 2.866 0.716 -4.349
H 1.244 1.308 -4.057
H 2.549 2.413 -4.031
H 3.636 4.104 -8.660
H 4.320 2.613 -8.828
C -0.937 3.900 1.589
C -2.402 3.696 1.994
C -2.429 3.301 3.485
O -3.807 3.044 3.791
C -4.039 3.218 5.172
N -3.094 5.012 1.970
H -0.275 3.117 1.963
H -0.572 4.864 1.947
H -0.840 3.901 0.502
H -2.923 2.980 1.361
H -1.821 3.872 4.186
H -1.995 2.288 3.481
H -3.926 4.263 5.488
H -3.270 2.687 5.746
H -5.042 2.888 5.433
H -3.845 4.912 2.650
H -2.505 5.689 2.448
C 2.136 -1.871 -1.518
C 0.651 -1.958 -1.261
C 0.197 -1.317 0.107
O -1.209 -1.287 0.051
C -1.813 -0.446 0.981
N -0.015 -1.201 -2.315
H 2.804 -2.398 -0.833
H 2.457 -0.853 -1.732
H 2.305 -2.462 -2.426
H 0.346 -3.006 -1.225
H 0.604 -0.303 0.176
H 0.633 -1.974 0.867
H -2.788 -0.134 0.609
H -1.307 0.508 1.186
H -1.913 -0.850 1.995
H -0.979 -1.071 -2.014
H 0.279 -0.225 -2.303
C 4.337 -0.434 1.668
C 4.073 0.981 2.143
C 3.040 1.728 1.309
O 3.459 1.817 -0.040
C 2.652 2.752 -0.728
N 3.547 0.885 3.519
H 5.022 -0.879 2.387
H 4.527 -0.493 0.598
H 3.369 -0.951 1.706
H 5.044 1.484 2.225
H 3.078 2.736 1.750
H 2.038 1.295 1.360
H 3.009 2.741 -1.756
H 2.725 3.741 -0.260
H 1.584 2.509 -0.650
H 4.210 0.354 4.066
H 3.372 1.789 3.939
C 7.433 -0.852 0.621
C 8.043 -0.343 -0.667
C 6.999 0.234 -1.606
O 6.172 -0.823 -2.089
C 5.118 -0.386 -2.906
N 9.082 0.702 -0.407
H 6.665 -1.556 0.299
H 6.941 -0.087 1.221
H 8.180 -1.350 1.240
H 8.546 -1.146 -1.209
H 7.458 0.688 -2.493
H 6.305 0.909 -1.088
H 5.488 -0.339 -3.940
H 4.682 0.577 -2.628
H 4.344 -1.146 -2.996
H 8.888 1.130 0.492
H 8.889 1.436 -1.082
C -6.212 2.138 0.504
C -5.859 1.236 -0.680
C -4.563 1.560 -1.456
O -4.258 0.489 -2.366
C -5.152 0.340 -3.462
N -5.824 -0.169 -0.191
H -6.741 3.005 0.107
H -5.299 2.352 1.066
H -6.887 1.657 1.208
H -6.662 1.332 -1.416
H -3.732 1.594 -0.749
H -4.649 2.547 -1.920
H -6.113 0.054 -3.019
H -4.889 -0.478 -4.126
H -5.400 1.232 -4.042
H -4.876 -0.293 0.151
H -5.908 -0.761 -1.009
O 0.191 -2.020 3.470
H -0.683 -2.441 3.448
H 0.659 -2.474 4.179
O 0.198 0.909 3.386
H -0.041 0.012 3.106
H 1.163 0.922 3.354
O -0.479 -1.629 -4.997
H -0.820 -0.743 -5.152
H -0.127 -1.602 -4.069
O -1.654 1.502 -2.786
H -2.485 1.011 -2.629
H -1.940 2.369 -3.090

Results of the Löwdin charge analysis, in e, for atoms 1 through 99: atom 1 (C): -0.05, atom 2 (C): -0.41, atom 3 (C): -0.25, atom 4 (O): -0.17, atom 5 (C): -0.11, atom 6 (N): 0.08, atom 7 (H): 0.07, atom 8 (H): 0.08, atom 9 (H): 0.08, atom 10 (H): 0.14, atom 11 (H): 0.13, atom 12 (H): 0.12, atom 13 (H): 0.09, atom 14 (H): 0.09, atom 15 (H): 0.09, atom 16 (H): 0.06, atom 17 (H): 0.05, atom 18 (C): -0.04, atom 19 (C): -0.41, atom 20 (C): -0.21, atom 21 (O): -0.21, atom 22 (C): -0.08, atom 23 (N): 0.04, atom 24 (H): 0.03, atom 25 (H): 0.08, atom 26 (H): 0.07, atom 27 (H): 0.13, atom 28 (H): 0.12, atom 29 (H): 0.10, atom 30 (H): 0.08, atom 31 (H): 0.09, atom 32 (H): 0.08, atom 33 (H): 0.06, atom 34 (H): 0.07, atom 35 (C): -0.07, atom 36 (C): -0.42, atom 37 (C): -0.19, atom 38 (O): -0.17, atom 39 (C): -0.12, atom 40 (N): 0.01, atom 41 (H): 0.07, atom 42 (H): 0.07, atom 43 (H): 0.08, atom 44 (H): 0.14, atom 45 (H): 0.12, atom 46 (H): 0.12, atom 47 (H): 0.08, atom 48 (H): 0.08, atom 49 (H): 0.08, atom 50 (H): 0.07, atom 51 (H): 0.07, atom 52 (C): -0.06, atom 53 (C): -0.40, atom 54 (C): -0.20, atom 55 (O): -0.22, atom 56 (C): -0.13, atom 57 (N): 0.03, atom 58 (H): 0.05, atom 59 (H): 0.08, atom 60 (H): 0.07, atom 61 (H): 0.11, atom 62 (H): 0.14, atom 63 (H): 0.11, atom 64 (H): 0.09, atom 65 (H): 0.09, atom 66 (H): 0.09, atom 67 (H): 0.05, atom 68 (H): 0.06, atom 69 (C): -0.06, atom 70 (C): -0.38, atom 71 (C): -0.18, atom 72 (O): -0.21, atom 73 (C): -0.10, atom 74 (N): 0.04, atom 75 (H): 0.09, atom 76 (H): 0.07, atom 77 (H): 0.08, atom 78 (H): 0.13, atom 79 (H): 0.12, atom 80 (H): 0.11, atom 81 (H): 0.07, atom 82 (H): 0.08, atom 83 (H): 0.07, atom 84 (H): 0.08, atom 85 (H): 0.07, atom 86 (C): -0.06, atom 87 (C): -0.42, atom 88 (C): -0.21, atom 89 (O): -0.19, atom 90 (C): -0.10, atom 91 (N): 0.03, atom 92 (H): 0.08, atom 93 (H): 0.07, atom 94 (H): 0.08, atom 95 (H): 0.13, atom 96 (H): 0.13, atom 97 (H): 0.11, atom 98 (H): 0.07, atom 99 (H): 0.09